# 1
Density functional theory data (wB97M-V/def2-TZVPD) for a molecular structure, C32H13BrCl2F4LiN8O4.

Geometry as XYZ:
```
65
Properties=species:S:1:pos:R:3
N 1.65 -4.25 2.00
H -2.91 1.88 5.83
C 2.90 -0.84 -4.29
C 3.68 -0.32 -6.58
O -0.18 1.54 2.24
H -6.96 0.41 -2.15
C -5.03 -0.31 -2.76
C -0.12 -3.63 0.90
Br -5.65 -0.83 -4.48
C -2.28 2.37 5.10
O -0.98 -0.40 -1.74
C 1.31 0.46 -0.57
H -3.76 0.69 0.72
N 4.94 -2.54 -6.96
H 0.73 -5.69 0.69
C 0.71 -4.69 1.10
N -0.13 3.45 -1.50
C -5.46 0.63 -0.61
N 3.27 -2.44 3.81
C 2.11 -2.09 3.18
C -0.77 2.18 3.13
C 2.75 -0.37 4.26
C 3.01 0.03 -5.44
F 2.36 2.16 -6.30
C -3.70 -0.50 -2.44
C 1.34 -2.96 2.30
C -1.79 -0.34 -0.79
C -1.80 0.16 4.22
N 1.43 -0.15 0.39
H 4.59 -1.33 5.10
C 4.36 -1.57 -6.75
H 2.72 0.65 4.62
C 2.35 1.31 -5.28
F 3.39 -2.08 -4.39
C 1.74 1.68 -4.14
C -3.25 -0.13 -1.18
O -1.31 -0.70 3.51
C 1.71 0.84 -2.95
H 2.42 -4.80 2.35
C -1.61 1.59 4.14
H -1.20 5.44 4.19
H 3.75 -3.31 3.78
Cl 0.36 4.42 2.08
N 1.78 -0.86 3.43
N 0.28 -2.57 1.65
N 3.96 1.14 -8.69
C 0.44 2.46 -1.61
Cl -2.98 4.70 6.31
F 2.25 -1.35 -2.16
H -3.00 -0.91 -3.15
C 3.69 -1.32 4.51
H -0.98 -3.56 0.26
O -1.57 -0.42 0.43
C -2.14 3.72 5.12
C 1.16 1.23 -1.77
H -2.48 -0.16 5.04
H -6.15 1.08 0.10
C -0.66 3.62 3.24
C -5.92 0.26 -1.87
F 1.19 2.88 -4.09
Li -0.21 -0.37 1.85
C -4.14 0.42 -0.26
C 3.80 0.53 -7.73
C 2.31 -0.47 -3.14
C -1.32 4.36 4.17
```

Charge: -1
Gap between HOMO and LUMO (eV): 3.825
F_max (eV/A): 0.479
Multiplicity: 1

---

# 2
Density functional theory data (wB97M-V/def2-TZVPD) for a molecular structure, C32H14AsAuBF21GeO3S2.

Geometry as XYZ:
```
76
Properties=species:S:1:pos:R:3
C 3.88 1.25 -4.35
F -4.71 -2.00 -2.69
C 3.94 -5.08 -0.98
C 2.28 0.86 1.72
F 5.24 -6.57 0.28
C -0.81 5.98 -1.75
Au -0.84 -0.51 -2.00
F 5.60 -4.71 2.20
F 1.73 1.48 -1.48
F 3.74 -6.01 -1.92
S 0.54 -1.85 -0.53
C -3.48 -0.87 2.00
O -0.89 2.09 -0.45
B -0.86 1.53 -1.70
C -0.85 5.79 -0.38
H -1.62 -0.82 4.18
C -3.74 -2.25 1.90
F 4.50 -2.28 1.96
F 6.26 1.66 2.04
C -5.80 -0.32 2.20
C 2.93 1.73 -3.47
H -6.61 0.38 2.28
C 2.71 1.80 2.65
H -0.61 0.58 3.67
C 4.14 -0.71 -3.01
F -3.97 0.70 -0.66
H -7.69 -2.32 0.89
F 0.96 0.65 1.63
F 4.78 -1.87 -2.82
H -0.78 6.99 -2.14
C 2.61 0.96 -2.37
As -4.40 -0.63 -1.70
C 4.70 -5.37 0.14
C 4.06 2.06 2.75
F 2.36 2.91 -3.67
C 4.97 1.40 1.94
F 5.42 -0.41 -4.96
F 4.21 1.96 -5.41
C 3.57 -2.83 -0.15
C -4.51 0.10 2.14
H -4.26 1.15 2.16
C -0.79 4.91 -2.65
O -0.82 2.43 -2.73
F -5.63 0.30 -2.44
C 3.38 -3.82 -1.10
H -0.85 6.64 0.28
C -7.50 -2.16 1.96
C -0.83 3.66 -2.09
C 4.88 -4.42 1.12
F 5.38 -0.16 0.26
C -5.03 -2.66 1.96
H -0.76 5.05 -3.72
H -7.65 -3.13 2.44
F 2.62 -3.57 -2.17
C 4.49 0.48 1.03
F 1.83 2.43 3.42
C -6.10 -1.71 2.07
O -0.97 -1.48 1.58
H -5.29 -3.71 1.90
H -2.36 0.81 3.93
F -5.51 -1.22 -0.50
H -0.90 4.34 1.24
C -0.87 3.46 -0.72
C -0.88 4.50 0.17
C 3.15 0.18 0.90
C 4.49 0.03 -4.12
Ge 2.70 -1.13 -0.45
H -2.92 -2.93 1.76
F -3.09 -1.53 -0.90
C 4.31 -3.17 0.97
F 4.49 2.95 3.64
C -1.59 0.11 3.61
S -1.82 -0.30 1.87
F -3.20 -0.06 -2.86
C 3.17 -0.28 -2.12
H -8.21 -1.43 2.32
```

Charge: +1
Gap between HOMO and LUMO (alpha / beta) (eV): 7.797 / 4.073
F_max (eV/A): 0.442
Multiplicity: 4
Expectation value of S²: 3.78
Energy relative to the best compared isomer or geometry (same formula, charge and spin) (kJ/mol): 19.8

---

# 3
Density functional theory data (wB97M-V/def2-TZVPD) for 12 unconnected molecules or ions with the total composition C32H18Cl45FO3S.

Geometry as XYZ:
```
100
Properties=species:S:1:pos:R:3
O 4.98 -2.04 -5.43
S -2.78 -1.23 0.35
C -10.77 2.68 2.74
Cl -1.93 1.68 -4.44
C 1.06 -4.66 0.02
Cl 3.20 -0.89 -7.66
Cl -8.09 0.80 -1.24
C 2.04 -4.08 -1.10
C 4.07 -3.20 -3.37
Cl -8.43 6.42 6.93
C 9.05 -5.42 -4.08
Cl -7.18 -3.67 -3.46
Cl 7.17 -2.05 0.28
C 1.28 -1.46 -0.86
C -2.17 1.90 -2.69
Cl -5.97 6.27 5.39
Cl -17.82 3.83 4.53
C 2.16 -2.60 -1.54
H -0.73 -2.61 -1.08
H 1.05 -4.50 2.31
H 0.07 -3.19 1.38
C -0.30 -1.56 -1.14
Cl -8.46 -3.14 -0.91
Cl 17.63 -2.86 -4.21
C 11.41 -3.01 -3.21
Cl -6.30 0.76 1.05
C 8.12 -0.87 1.21
Cl 2.79 1.86 -8.52
Cl -3.73 8.87 8.74
Cl -0.58 2.05 -1.90
C 10.63 -3.18 -4.62
H 7.97 -1.91 -4.82
H -0.87 0.39 -0.06
C 1.04 -3.82 1.39
C 3.51 0.82 -7.27
Cl 15.50 -4.83 -4.04
Cl -5.65 12.52 12.83
C -7.23 12.40 12.03
Cl -8.46 6.97 4.08
Cl 8.98 -1.70 2.52
C 4.89 -5.75 -3.73
Cl -9.99 4.26 2.51
Cl -9.96 -4.41 -3.04
H 1.48 -5.70 0.30
Cl 7.03 0.36 1.89
Cl -8.14 11.03 12.70
Cl -5.46 6.54 8.63
C 6.55 -3.68 -4.35
O 12.40 -3.75 -2.99
H -2.85 -1.60 1.71
C -7.72 5.98 5.36
Cl -11.96 2.79 4.06
C -1.02 -0.73 0.07
H 7.57 -7.21 -3.58
H 2.84 -6.21 -1.57
C -6.93 1.75 -0.29
Cl -3.11 3.39 -2.42
Cl -6.21 8.97 7.23
Cl -9.21 -1.61 -3.26
Cl -11.60 2.20 1.24
C 2.93 -5.12 -1.85
H 1.63 -0.46 -1.32
Cl -6.28 8.88 10.13
O 4.51 -6.88 -4.11
H 9.98 -6.08 -4.00
H -0.43 -1.02 1.02
Cl 9.30 -0.09 0.13
Cl 15.37 -2.41 -2.44
C 7.94 -3.03 -4.56
Cl -9.54 1.46 3.15
C 7.65 -6.10 -3.84
Cl 2.78 1.20 -5.69
Cl -5.57 2.25 -1.33
Cl -6.99 12.16 10.29
H 3.22 -1.05 -2.96
H -0.63 -1.11 -2.13
Cl 5.26 1.10 -7.19
C 6.39 -5.20 -3.97
C -8.70 -3.21 -2.67
H 1.91 -3.09 1.38
Cl -7.73 3.19 0.36
Cl -15.29 4.17 3.15
F -0.29 -4.93 -0.48
C -16.05 3.76 4.70
C 16.46 -3.64 -3.13
Cl -15.53 4.92 5.94
Cl -15.57 2.12 5.18
Cl 17.32 -4.47 -1.81
Cl -3.04 0.50 -2.03
C 3.17 -2.16 -2.67
Cl 10.92 -1.76 -1.97
C -5.42 8.32 8.69
Cl -8.03 4.26 5.03
H 10.46 -2.12 -5.02
Cl -8.14 13.90 12.30
C 9.22 -3.91 -4.41
C 3.93 -4.71 -2.96
H 1.55 -1.37 0.26
C 5.17 -2.85 -4.49
H 11.31 -3.78 -5.32
```

SMILES: C[C@@H](F)c1cc2c(cc1CCCS)C(=O)c1cc(CC(=O)Cl)ccc1C2=O.ClC(Cl)(Cl)Cl.ClC(Cl)(Cl)Cl.ClC(Cl)(Cl)Cl.ClC(Cl)(Cl)Cl.ClC(Cl)(Cl)Cl.ClC(Cl)(Cl)Cl.ClC(Cl)(Cl)Cl.ClC(Cl)(Cl)Cl.ClC(Cl)(Cl)Cl.ClC(Cl)(Cl)Cl.ClC(Cl)(Cl)Cl
Gap between HOMO and LUMO (eV): 7.750
F_max (eV/A): 5.570
Multiplicity: 1

---

# 4
Density functional theory data (wB97M-V/def2-TZVPD) for a molecular structure, C32H21Cl2N4O5PS2Ti.

Geometry as XYZ:
```
68
Properties=species:S:1:pos:R:3
C 0.13 -1.69 1.60
O -0.86 -2.17 -3.13
H 3.26 -3.01 1.65
H -5.98 0.01 2.98
C -3.51 -0.61 0.77
C 3.75 -1.06 -2.01
H -0.10 4.54 0.97
C -4.98 -0.07 2.57
H 1.31 0.24 2.96
S -3.16 -1.41 -0.78
C 2.28 3.57 -1.81
C 0.71 1.72 -1.95
H 2.03 -4.84 2.77
C 3.36 2.64 -1.66
H 2.16 -2.44 -2.25
N 4.53 3.22 -1.50
C -0.71 -4.54 -2.63
H 4.50 -1.84 -2.13
Cl 0.86 -5.36 -2.76
C 1.18 3.58 2.39
H -1.22 -4.66 -3.58
H 1.64 4.50 2.73
C 1.77 0.80 -1.84
H 0.01 5.02 -2.36
H 5.16 0.57 -1.71
Cl -1.69 -5.27 -1.36
H 2.32 2.35 3.73
C -4.79 -0.53 1.28
C -0.55 -2.71 2.25
C -1.54 2.00 -2.45
C -1.39 3.36 -2.54
C -2.39 -0.24 1.53
C -0.35 2.42 0.96
Ti -0.58 -0.85 -1.66
O -2.02 -2.27 -0.41
O -4.33 -2.07 -1.25
O 0.22 -2.75 -1.33
C -3.88 0.28 3.35
C -0.44 -3.06 -2.34
H -5.62 -0.85 0.66
C 4.12 0.26 -1.79
H -1.62 -2.63 2.40
N 2.67 4.83 -1.77
P -0.72 -0.30 0.78
S 4.27 4.82 -1.54
C 2.42 -1.41 -2.09
C 0.21 3.60 1.40
H -2.50 1.55 -2.64
C 1.50 -3.95 2.46
C 0.92 3.12 -2.02
H -0.40 -4.64 3.17
C 1.51 -1.80 1.39
C 0.04 1.19 1.51
C 0.14 -3.84 2.67
H 2.03 -1.01 0.86
H -2.24 3.97 -2.80
H -4.03 0.61 4.37
C -2.60 0.21 2.83
C 2.19 -2.92 1.82
N -0.53 1.15 -2.13
C 1.00 1.18 2.51
C -0.14 3.95 -2.30
H -1.11 2.43 0.18
C 3.12 1.22 -1.73
C 1.57 2.37 2.95
O -2.61 -0.39 -1.70
N 1.41 -0.52 -1.94
H -1.75 0.48 3.44
```

Gap between HOMO and LUMO (alpha / beta) (eV): 5.316 / 8.281
F_max (eV/A): 1.674
Multiplicity: 3
Expectation value of S²: 2.02
Energy relative to the best compared isomer or geometry (same formula, charge and spin) (kJ/mol): 73.1

---

| no. | molecular weight (g mol⁻¹) |
| --- | --- |
| 1 | 807.25 |
| 2 | 1264.86 |
| 3 | 2096.94 |
| 4 | 755.42 |